(1)
{
  "formula": "C16H30N10O5S",
  "method": "ωB97M-V/def2-TZVPD",
  "symbols": ["C", "C", "C", "C", "C", "C", "C", "C", "C", "O", "C", "C", "N", "S", "N", "C", "H", "H", "H", "H", "H", "H", "H", "H", "H", "H", "H", "H", "H", "H", "C", "O", "N", "N", "H", "H", "H", "H", "C", "O", "N", "N", "H", "H", "H", "H", "C", "O", "N", "N", "H", "H", "H", "H", "C", "O", "N", "N", "H", "H", "H", "H"],
  "coordinates": [[2.164092, -2.993587, 2.059606], [1.889942, -3.241344, 0.687117], [1.726642, -1.995344, -0.306025], [0.243280, -1.333907, -0.214509], [-0.973886, -2.301933, -0.055462], [-2.466455, -1.747680, 0.064447], [-3.607950, -2.846655, 0.272228], [-5.101017, -2.345541, -0.053182], [-5.696512, -1.284474, 1.004143], [-5.259631, -1.907892, -1.452675], [-2.673207, -0.219922, -0.029996], [-1.420483, 0.732854, -0.190621], [-1.473055, 2.206430, -0.254014], [0.173833, 2.680127, -0.390102], [1.132905, 1.242809, -0.370657], [0.107066, 0.231449, -0.267632], [2.401349, -1.934862, 2.445276], [2.116553, -3.879119, 2.781489], [1.756364, -4.294002, 0.262664], [1.879386, -2.375324, -1.377166], [2.523473, -1.181490, -0.109017], [-0.784003, -3.429150, -0.023616], [-3.537799, -3.367066, 1.307092], [-3.381226, -3.693198, -0.491512], [-5.777392, -3.286941, 0.032605], [-6.607886, -1.659022, 1.576653], [-6.033877, -0.367919, 0.374156], [-4.845279, -0.893763, 1.671511], [-5.312597, -2.772865, -1.935839], [-3.716717, 0.231747, 0.013743], [2.555115, 1.285383, 3.886111], [2.612201, 1.055257, 5.086398], [1.551408, 0.824118, 3.099535], [3.487381, 2.020258, 3.235809], [1.485943, 1.003110, 2.111181], [0.835935, 0.272339, 3.544868], [4.250423, 2.382231, 3.784029], [3.456969, 2.219590, 2.249677], [-8.883365, -4.102676, 0.881547], [-8.094795, -3.281805, 1.325966], [-8.765396, -5.432068, 1.117792], [-9.944328, -3.755382, 0.113976], [-9.401990, -6.122071, 0.762284], [-7.988333, -5.730107, 1.685294], [-10.066130, -2.775091, -0.084103], [-10.603163, -4.413640, -0.260585], [4.277723, 3.334039, -0.997108], [4.336438, 3.104767, 0.204436], [3.273171, 2.870247, -1.781581], [5.209394, 4.070132, -1.645625], [3.206173, 3.047651, -2.767266], [2.558074, 2.314320, -1.333004], [5.972727, 4.432553, -1.097507], [5.179708, 4.268906, -2.628071], [8.474235, 5.315497, -3.151411], [7.809894, 4.547372, -2.470689], [7.914734, 6.266303, -3.939432], [9.828111, 5.283458, -3.177414], [8.442799, 6.905805, -4.505084], [6.909316, 6.322577, -3.947459], [10.281784, 4.590023, -2.604410], [10.391927, 5.904489, -3.728857]],
  "atomic_forces_ev_per_a": [[-0.7, -1.0, -2.8], [0.5, 1.7, 2.6], [-0.5, -0.2, -0.1], [-1.8, -1.4, 0.4], [0.8, 4.6, -0.3], [2.3, 2.9, -0.3], [0.2, 0.2, -1.0], [-1.0, -1.3, 1.0], [0.6, 1.1, -1.3], [0.4, -1.5, 1.0], [2.5, -2.7, 0.0], [1.0, 1.2, 0.0], [3.2, -4.6, -0.1], [-1.3, -2.0, 0.4], [-5.9, -1.3, 0.4], [-1.9, -1.1, 0.2], [-0.6, -1.9, -0.6], [0.4, 1.5, -1.0], [0.1, 1.7, 0.8], [-0.2, 0.7, 1.4], [-1.4, -1.3, -0.2], [-0.3, 1.9, 0.0], [-0.2, 1.2, -1.6], [-0.3, 1.4, 1.2], [1.2, 1.4, 0.1], [1.6, 0.3, -0.8], [0.4, -1.5, 1.1], [-1.5, -0.7, -0.7], [0.1, 1.4, 0.4], [1.8, -0.6, -0.1], [0.4, 0.2, 0.4], [-0.1, -0.1, 0.0], [-0.8, -0.5, -0.3], [0.5, 0.3, -0.1], [0.1, 0.0, 0.1], [0.1, 0.1, -0.1], [-0.2, -0.1, -0.1], [0.1, 0.1, -0.1], [0.2, 0.3, 0.1], [-0.1, -0.2, 0.0], [0.4, -0.7, 0.3], [-0.5, 0.5, -0.4], [0.0, 0.1, 0.0], [-0.2, 0.1, -0.1], [0.0, -0.2, 0.0], [0.1, 0.0, 0.1], [0.2, 0.2, -0.1], [-0.1, -0.1, 0.2], [-0.8, -0.4, 0.0], [0.1, 0.3, 0.4], [0.1, 0.0, 0.1], [0.4, -0.1, -0.2], [0.0, -0.2, -0.3], [0.1, -0.1, 0.1], [-0.1, -0.3, 0.2], [0.1, 0.2, -0.2], [-0.6, 0.4, -0.3], [0.7, -0.3, 0.2], [0.0, -0.1, 0.1], [0.2, 0.0, 0.0], [-0.1, 0.1, -0.1], [-0.1, -0.1, 0.0]],
  "smiles": "C=CCc1cc(C[C@@H](C)O)cc2nsnc12.NC(N)=O.NC(N)=O.NC(N)=O.NC(N)=O",
  "multiplicity": 1,
  "charge": 0
}



(2)
{
  "formula": "C16H30NO5P",
  "method": "ωB97M-V/def2-TZVPD",
  "symbols": ["C", "C", "C", "C", "C", "O", "P", "O", "O", "C", "C", "C", "C", "C", "C", "C", "C", "C", "C", "O", "O", "C", "N", "H", "H", "H", "H", "H", "H", "H", "H", "H", "H", "H", "H", "H", "H", "H", "H", "H", "H", "H", "H", "H", "H", "H", "H", "H", "H", "H", "H", "H", "H"],
  "coordinates": [[-0.182352, 1.455235, 3.543844], [-0.143857, 0.147078, 2.737854], [-1.462307, -0.627050, 2.653520], [-2.712798, 0.209223, 2.384555], [-3.902718, -0.637356, 1.937269], [-2.505761, 1.382523, 1.538224], [-1.973217, 1.178723, 0.084253], [-1.886882, -0.185754, -0.425307], [-0.684001, 2.066232, 0.011203], [-0.051918, 2.122734, -1.313148], [1.379586, 2.631235, -1.139583], [2.500162, 1.601624, -1.350602], [3.820681, 2.302863, -0.972207], [2.362669, 0.357289, -0.469088], [1.439100, -0.739589, -1.023346], [2.021008, -2.124864, -0.981309], [1.255840, -3.204216, -1.420259], [0.056642, -3.686341, -0.633274], [1.586629, -3.903576, -2.714262], [-3.015306, 2.070321, -0.862855], [-3.907084, 1.167935, -1.565427], [-3.759877, 1.436091, -2.824634], [-3.574167, 1.639258, -3.937739], [0.354746, 2.221567, 2.980849], [0.344596, 1.378863, 4.492795], [-1.179704, 1.853700, 3.708178], [0.273784, 0.279781, 1.742212], [0.561869, -0.516085, 3.243237], [-1.626067, -1.169187, 3.587831], [-1.409874, -1.398343, 1.882544], [-3.009149, 0.621810, 3.347767], [-4.449097, -0.976505, 2.818337], [-3.566998, -1.540096, 1.430786], [-4.598181, -0.064949, 1.327807], [-0.603687, 2.878228, -1.870641], [-0.122134, 1.172407, -1.831287], [1.497797, 3.078874, -0.151085], [1.538676, 3.444503, -1.850664], [2.568017, 1.358630, -2.415045], [4.637014, 1.587762, -1.063627], [4.006838, 3.191901, -1.571726], [3.754402, 2.577487, 0.083401], [2.046947, 0.701464, 0.519175], [3.354537, -0.079285, -0.328815], [1.099391, -0.512638, -2.035065], [0.522855, -0.735218, -0.413626], [3.016291, -2.309753, -0.575243], [0.318843, -3.851306, 0.406792], [-0.750652, -2.940117, -0.662970], [-0.327014, -4.601239, -1.082409], [0.710187, -4.459817, -3.048231], [1.812487, -3.151747, -3.466090], [2.429825, -4.606637, -2.669536]],
  "atomic_forces_ev_per_a": [[0.4, 0.4, -0.5], [0.0, -0.5, 0.6], [0.0, 0.0, -0.5], [-0.6, -0.4, 1.1], [0.2, -0.2, 0.2], [0.3, -0.2, -0.2], [-0.2, -0.6, -0.4], [0.1, -0.1, 0.1], [-0.3, -0.2, -0.2], [0.3, 1.2, 0.1], [0.1, -0.4, -0.4], [0.6, 0.7, 0.5], [-0.4, -0.5, 0.1], [0.0, -0.1, -0.5], [-0.8, 0.0, 2.4], [-0.7, -0.7, -0.3], [0.6, 0.2, 0.6], [-1.0, 1.3, -1.2], [0.7, -0.8, 0.7], [0.3, 0.3, 0.2], [-0.3, 0.1, 0.1], [0.3, -0.2, 0.5], [-0.1, 0.1, -0.6], [-0.1, 0.1, 0.0], [-0.2, -0.2, 0.1], [-0.1, -0.1, 0.1], [-0.2, 0.3, -0.1], [0.1, -0.1, -0.2], [-0.2, 0.1, 0.1], [0.3, 0.0, -0.1], [0.1, 0.6, -0.2], [0.0, 0.1, 0.1], [-0.1, 0.1, -0.4], [0.0, 0.0, -0.1], [-0.2, -0.2, -0.1], [0.0, -0.2, 0.2], [-0.2, -0.1, 0.1], [0.0, 0.0, 0.0], [-0.2, -0.3, 0.0], [0.2, 0.2, -0.2], [0.1, 0.0, 0.0], [0.1, 0.2, 0.0], [-0.1, -0.1, 0.1], [0.1, 0.0, -0.1], [0.3, -0.1, -0.2], [-0.2, 0.1, -0.3], [0.8, 0.5, -1.7], [0.1, -0.1, 0.0], [-0.2, -0.2, 0.2], [-0.1, -0.1, 0.1], [0.0, -0.1, 0.0], [0.1, 0.0, 0.0], [0.0, 0.0, -0.1]],
  "smiles": "CCC[C@H](C)O[P@](=O)(OCC[C@@H](C)CCC=C(C)C)OOC#N",
  "multiplicity": 1,
  "charge": 0
}



(3)
{
  "formula": "C16H31AuN4O2SSi2",
  "method": "ωB97M-V/def2-TZVPD",
  "symbols": ["Au", "C", "Si", "C", "C", "N", "C", "C", "C", "C", "C", "C", "N", "Si", "C", "C", "C", "H", "H", "H", "H", "H", "H", "H", "H", "H", "H", "H", "H", "H", "H", "H", "H", "H", "H", "H", "H", "H", "H", "C", "C", "O", "O", "H", "H", "H", "C", "N", "C", "N", "S", "H", "H", "H", "H", "H", "H"],
  "coordinates": [[0.067172, 0.249768, -0.547708], [-4.219533, -1.665598, -0.400564], [-3.101475, -0.538192, -1.401886], [-3.466959, -0.647668, -3.237549], [-3.602371, 1.179582, -0.849090], [-1.433562, -0.937988, -1.028089], [-1.035921, -2.284395, -0.906450], [-1.689675, -3.349722, -1.516723], [-1.308457, -4.661845, -1.261368], [-0.256906, -4.906674, -0.397059], [0.429001, -3.845135, 0.184762], [0.074980, -2.522239, -0.082647], [0.752052, -1.380336, 0.404979], [2.028859, -1.595849, 1.605987], [2.756541, -0.034068, 2.309913], [3.487194, -2.512573, 0.857292], [1.319251, -2.476489, 3.105991], [-5.243670, -1.281292, -0.449816], [-3.905251, -1.639083, 0.647252], [-4.238051, -2.707732, -0.712234], [-4.440504, -0.196827, -3.457544], [-3.476625, -1.668533, -3.623873], [-2.705602, -0.089180, -3.790313], [-4.691964, 1.164801, -0.737818], [-3.357276, 1.946084, -1.584140], [-3.176945, 1.450818, 0.120195], [-2.494685, -3.162490, -2.213754], [-1.829107, -5.479274, -1.745108], [0.056848, -5.922257, -0.187429], [1.262984, -4.067868, 0.830342], [3.280460, 0.570058, 1.572831], [3.483861, -0.362440, 3.060702], [2.004535, 0.574775, 2.821635], [3.819800, -1.985836, -0.042282], [3.287579, -3.545995, 0.577671], [4.319936, -2.510716, 1.568368], [0.451740, -1.914062, 3.464393], [2.065979, -2.477377, 3.907443], [1.001587, -3.505246, 2.942837], [2.661243, 3.197375, 1.216664], [1.469630, 2.327493, 0.906411], [0.400015, 2.496551, 1.499493], [1.661424, 1.445224, -0.016625], [2.333623, 4.231583, 1.308414], [3.432543, 3.103111, 0.456666], [3.072410, 2.894790, 2.180121], [-2.294928, 5.369253, -2.274447], [-1.628886, 4.116119, -2.570334], [-1.116617, 3.296727, -1.641757], [-1.200986, 3.632790, -0.371868], [-0.366082, 1.867536, -2.224296], [-2.552457, 5.853199, -3.211769], [-1.634416, 6.041542, -1.723672], [-3.213191, 5.210070, -1.703267], [-1.632891, 3.768001, -3.513549], [-1.684652, 4.467348, -0.088678], [-0.727550, 3.086393, 0.355181]],
  "atomic_forces_ev_per_a": [[0.2, 0.4, 0.1], [0.0, 0.0, 0.0], [0.1, -0.1, 0.1], [0.0, 0.1, -0.1], [0.1, 0.1, 0.0], [-0.1, -0.2, -0.3], [-0.1, 0.1, 0.1], [0.1, 0.0, -0.1], [0.0, 0.0, 0.0], [0.0, 0.0, 0.0], [0.0, 0.0, 0.0], [0.0, 0.1, 0.2], [0.0, -0.4, -0.1], [-0.2, 0.0, 0.0], [-0.1, 0.1, 0.1], [0.0, 0.0, 0.0], [0.1, 0.0, 0.1], [0.0, 0.0, 0.0], [0.0, 0.0, 0.0], [0.0, 0.0, 0.0], [0.0, 0.0, 0.0], [0.0, 0.0, 0.0], [0.0, 0.0, 0.0], [0.1, 0.0, 0.0], [0.0, 0.0, 0.0], [0.0, 0.0, -0.1], [0.0, 0.0, 0.0], [0.0, 0.0, 0.0], [0.0, 0.0, 0.0], [0.0, 0.0, 0.0], [0.0, -0.1, 0.0], [-0.1, 0.0, 0.0], [0.1, 0.0, -0.1], [0.0, 0.0, 0.0], [0.0, 0.0, 0.0], [0.0, 0.0, 0.0], [0.0, 0.0, 0.0], [0.0, 0.0, 0.0], [0.0, 0.0, 0.0], [0.1, 0.0, 0.0], [0.1, -0.1, -0.3], [-0.1, 0.0, 0.0], [0.0, 0.1, 0.2], [0.0, 0.0, 0.0], [0.0, 0.0, 0.0], [0.0, 0.0, 0.0], [0.0, 0.0, 0.0], [0.0, -0.1, 0.0], [-0.1, 0.1, 0.0], [-0.1, 0.1, -0.1], [-0.2, -0.1, -0.1], [0.0, 0.0, 0.0], [0.0, 0.0, 0.0], [0.0, 0.0, 0.0], [0.0, 0.0, 0.0], [0.0, 0.0, 0.0], [0.1, -0.2, 0.2]],
  "multiplicity": 1,
  "charge": 0
}



no.,gap between HOMO and LUMO (eV)
1,7.155
2,6.742
3,6.444